[1]
Density functional theory data (the ωB97M-V functional and the def2-TZVPD basis) for 3 unconnected molecules or ions with the total composition C6H14NOP at a distorted geometry.

Computed properties:
E_HOMO (alpha / beta) in Eh: -0.2236 / -0.3552
Multiplicity: 3
⟨S²⟩: 2.006
Gap between HOMO and LUMO (alpha / beta) in eV: 6.73 / 7.32
Lowest unoccupied orbital energy (alpha / beta) in eV: 0.6 / -2.3

Last column: Mulliken spin population.
CARTESIAN COORDINATES (ANGSTROEM)
C -4.88 0.41 0.60  0.01
C -0.27 0.99 -0.90  0.83
C 1.36 -3.52 -1.38  -0.01
C -0.99 -2.65 -0.95  0.01
C 3.32 4.12 1.53  0.00
C 0.45 -2.23 -1.24  0.00
N -5.30 -0.42 1.27  0.00
O 0.97 -1.36 -0.30  0.15
P 1.10 0.25 -0.25  0.96
H -4.42 1.07 0.03  0.00
H 2.61 4.39 0.65  0.00
H -0.29 2.11 -0.92  0.02
H -1.05 0.48 -1.24  0.04
H 2.39 -3.18 -1.62  0.00
H 1.23 -3.99 -0.41  0.00
H 1.11 -4.15 -2.23  0.00
H -0.99 -3.29 -0.06  0.00
H -1.29 -3.38 -1.78  0.00
H -1.73 -1.79 -0.90  0.00
H 3.03 4.83 2.33  0.00
H 3.06 3.07 1.79  0.00
H 4.36 4.24 1.22  0.00
H 0.29 -1.76 -2.30  0.00

---

[2]
Density functional theory data (the ωB97M-V functional and the def2-TZVPD basis) for 2 unconnected molecules or ions with the total composition C6H14O at a distorted geometry.

Computed properties:
E_HOMO in Eh: -0.2893
Gap between HOMO and LUMO in eV: 8.78
SMILES string: C/C=C/CCC.O
Lowest unoccupied orbital energy in eV: 0.9

Last column: natural (NBO) charge in e.
CARTESIAN COORDINATES (ANGSTROEM)
C -0.46 2.56 -1.20  -0.64
C -1.10 1.96 0.10  -0.39
C -0.75 0.38 0.31  -0.44
C 0.76 0.07 0.07  -0.21
C 1.25 -0.84 -0.81  -0.21
C 2.49 -0.79 -1.59  -0.66
H 0.62 2.84 -1.22  0.21
H -0.93 3.46 -1.68  0.22
H -0.51 1.71 -1.95  0.20
H -2.23 2.16 0.10  0.21
H -0.66 2.53 0.92  0.20
H -1.38 -0.10 -0.49  0.21
H -1.06 -0.02 1.28  0.21
H 1.52 0.42 0.86  0.20
H 0.91 -1.87 -0.69  0.21
H 3.35 -0.28 -1.08  0.21
H 2.13 -0.16 -2.43  0.23
H 2.80 -1.76 -2.07  0.22
H -1.58 -4.25 4.17  0.46
H -2.96 -3.91 3.97  0.46
O -2.21 -4.10 3.42  -0.92

---

[3]
Density functional theory data (the ωB97M-V functional and the def2-TZVPD basis) for a single C6H14O molecule.

Computed properties:
E_HOMO in Eh: -0.3734
Gap between HOMO and LUMO in eV: 11.14
SMILES string: CC(C)C[C@@H](C)O
Lowest unoccupied orbital energy in eV: 1.0

Last column: natural (NBO) charge in e.
CARTESIAN COORDINATES (ANGSTROEM)
C -2.24 -0.06 -1.19  -0.60
C -1.09 -0.50 -0.29  -0.22
C -1.54 -0.44 1.18  -0.61
C 0.16 0.36 -0.52  -0.41
C 1.49 -0.23 -0.02  0.11
C 2.57 0.84 0.07  -0.64
O 1.31 -0.84 1.26  -0.73
H -3.14 -0.66 -1.00  0.21
H -2.00 -0.15 -2.26  0.20
H -2.50 0.99 -1.00  0.20
H -0.84 -1.54 -0.53  0.20
H -2.43 -1.06 1.34  0.20
H -1.79 0.60 1.44  0.19
H -0.74 -0.78 1.84  0.24
H 0.00 1.35 -0.05  0.19
H 0.29 0.54 -1.59  0.21
H 1.80 -1.01 -0.73  0.15
H 2.29 1.57 0.83  0.21
H 2.70 1.36 -0.89  0.22
H 3.54 0.39 0.34  0.20
H 2.13 -0.74 1.76  0.47

---

Taking the records one at a time from the top gives DFT total energy values of -708.1493, -312.1272, -312.2449 hartree.
Taking the records one at a time from the top gives energy above the lowest of the compared OMol25 structures with the same formula, charge and spin values of 23.8, 80.2, 6.4 kcal per mole.